A.
Molecular formula: C10H17N2
Method: DFT, wB97M-V/def2-TZVPD

Atoms and positions in Å:
N 1.52 0.27 0.23
N 0.71 -1.48 -1.27
C 1.25 -0.41 1.53
C -3.11 1.08 -0.36
C 2.81 -0.08 -0.37
C -1.60 -1.23 0.19
C -1.07 -0.14 -0.43
C -3.64 0.03 0.43
C -2.95 -1.10 0.62
C 0.39 -0.26 -0.79
C -1.82 1.04 -0.69
C 1.50 1.71 0.37
H 3.17 -1.05 -0.11
H 0.55 0.56 -1.79
H -1.02 -1.98 0.59
H 0.36 0.17 2.01
H 0.37 -2.40 -0.99
H 2.70 -0.05 -1.52
H 1.22 -1.43 1.26
H -4.62 -0.13 0.71
H 2.08 -0.32 2.30
H -3.70 1.94 -0.82
H -3.20 -1.82 1.42
H 0.51 2.04 0.40
H 1.86 2.20 -0.52
H 1.22 -1.49 -2.19
H 2.20 2.01 1.15
H 3.67 0.60 -0.01
H -1.38 1.74 -1.34

Its charge is +1. As for the LUMO energy: -2.652 eV. The highest occupied orbital energy comes out at -12.762 eV. Its SMILES is C[N+](C)(C)[C@@H](N)c1ccccc1.



B.
Molecular formula: C10H17N2
Method: DFT, wB97M-V/def2-TZVPD

Atoms and positions in Å:
N 2.42 -1.92 0.07
N -1.71 -0.43 0.67
C 2.25 -0.62 -0.27
C -1.75 -1.78 1.26
C 2.60 0.46 0.51
C 2.21 1.88 0.39
C -2.80 -0.16 -0.02
C -0.26 1.51 0.47
C 0.94 2.33 0.52
C 1.54 -0.34 -1.65
C -0.44 0.18 0.72
C -2.92 0.85 -1.13
H 2.02 -2.62 -0.55
H -0.84 -1.91 1.70
H -1.17 2.11 0.72
H 0.40 -0.60 0.76
H -3.75 -0.76 0.23
H -2.51 -1.91 2.12
H 2.05 0.62 -2.00
H 3.00 2.60 0.42
H 2.04 -1.05 -2.37
H 3.02 -2.18 0.95
H -3.14 0.28 -1.98
H -2.01 1.45 -1.30
H -2.01 -2.61 0.59
H 0.45 -0.38 -1.71
H 3.41 0.27 1.29
H -3.80 1.43 -1.05
H 0.76 3.33 0.63

Its charge is +1. As for the LUMO energy (spin up / spin down): -4.591 / -4.591 eV. The highest occupied orbital energy (spin up / spin down) comes out at -10.869 / -10.869 eV. Its SMILES is C\C=[N+](C)/C=C/C=C\C=C(/C)N.



Stability summary - winner: A; margin: 112.2 kJ/mol.



A.
Molecular formula: C2H4N2O
Method: DFT, wB97M-V/def2-TZVPD

Atoms and positions in Å:
O -1.30 -0.97 0.03
N -0.22 -0.09 -0.24
N -2.15 0.31 0.14
C 1.13 -0.48 0.01
C -1.03 0.96 -0.04
H -0.84 2.01 -0.12
H 1.68 0.35 0.47
H 1.62 -0.76 -0.93
H 1.11 -1.33 0.68

Its charge is 0. As for the LUMO energy: 0.820 eV. The highest occupied orbital energy comes out at -9.372 eV. Its SMILES is Cn1cno1.



B.
Molecular formula: C2H4N2O
Method: DFT, wB97M-V/def2-TZVPD

Atoms and positions in Å:
O -2.04 0.79 -0.18
N 1.69 -0.27 0.93
N -0.05 -0.28 -0.65
C 1.16 -0.66 -0.16
C -0.90 0.60 0.09
H 2.50 -0.89 1.19
H -0.36 1.11 0.92
H 1.62 -1.45 -0.79
H -0.49 -0.91 -1.37

Its charge is 0. As for the LUMO energy: 0.718 eV. The highest occupied orbital energy comes out at -9.942 eV. Its SMILES is [H]/N=C/NC=O.



Stability summary - winner: B; margin: 396.6 kJ/mol.



A.
Molecular formula: C3H10N3
Method: DFT, wB97M-V/def2-TZVPD

Atoms and positions in Å:
N -1.55 1.45 -0.04
N 1.82 -1.26 -1.46
N -0.01 -0.58 1.69
C 0.71 -1.39 -0.49
C -2.61 2.19 0.10
C 0.94 -0.97 0.80
H -0.74 0.08 1.33
H -0.21 -1.77 -0.89
H 1.55 -0.62 -2.22
H 1.99 -0.82 1.10
H 0.31 -0.41 2.62
H 2.55 -0.80 -0.95
H -2.52 3.28 0.27
H -3.60 1.74 -0.01
H 2.08 -2.18 -1.84
H -0.70 2.04 0.01

Its charge is +1. As for the LUMO energy: -3.490 eV. The highest occupied orbital energy comes out at -12.874 eV.



B.
Molecular formula: C3H10N3
Method: DFT, wB97M-V/def2-TZVPD

Atoms and positions in Å:
N -0.50 -0.61 0.63
N 0.85 1.73 0.67
N 1.57 -0.66 -0.70
C -0.08 1.06 -0.08
C 0.10 -0.24 -0.65
C -1.86 -1.01 0.59
H -2.03 -1.69 1.38
H 1.79 1.69 0.60
H 1.70 -1.66 -0.57
H -0.28 -0.72 -1.51
H -1.18 1.53 -0.18
H 2.01 -0.19 -1.52
H 0.51 2.55 1.01
H -2.52 -0.21 0.66
H 1.98 -0.11 0.03
H -2.07 -1.45 -0.37

Its charge is +1. As for the LUMO energy: -3.666 eV. The highest occupied orbital energy comes out at -12.726 eV.



C.
Molecular formula: C3H10N3
Method: DFT, wB97M-V/def2-TZVPD

Atoms and positions in Å:
N 3.04 -0.41 -1.08
N 1.36 0.27 0.38
N -2.71 -0.31 1.48
C 1.79 -0.20 -0.76
C -1.55 0.76 -0.35
C -2.20 -0.27 0.21
H -1.36 0.82 -1.41
H -1.42 1.68 0.22
H -2.37 0.38 2.14
H -2.73 -1.23 1.90
H -2.35 -1.20 -0.33
H 0.37 0.55 0.43
H 3.29 -0.68 -2.02
H 3.80 -0.24 -0.44
H 2.00 0.57 1.11
H 1.04 -0.48 -1.48

Its charge is +1. As for the LUMO energy: -3.387 eV. The highest occupied orbital energy comes out at -12.114 eV.



D.
Molecular formula: C3H10N3
Method: DFT, wB97M-V/def2-TZVPD

Atoms and positions in Å:
N -0.57 -0.27 -2.27
N -0.89 0.36 2.34
N 0.33 1.35 0.09
C 0.43 -1.13 -1.86
C 0.62 0.12 0.59
C 0.06 -0.41 1.71
H 1.00 1.92 -0.42
H -0.73 1.25 2.57
H -0.48 0.39 -3.05
H -0.47 1.83 0.47
H 1.47 -0.99 -2.16
H -1.34 -0.13 3.03
H -1.35 -0.24 -1.75
H 1.48 -0.45 0.04
H 0.26 -1.52 2.01
H 0.17 -2.07 -1.35

Its charge is +1. As for the LUMO energy (spin up / spin down): -5.387 / -5.396 eV. The highest occupied orbital energy (spin up / spin down) comes out at -11.300 / -11.294 eV.



Stability summary - winner: C; margin: 165.8 kJ/mol.



A.
Molecular formula: C3H10N3
Method: DFT, wB97M-V/def2-TZVPD

Atoms and positions in Å:
N -2.34 0.33 -0.48
N -0.33 1.14 0.65
N 1.88 0.12 -0.70
C -1.50 -0.56 -0.43
C -0.24 -0.32 0.48
C 1.35 -0.80 0.26
H 1.89 -0.63 1.19
H -0.46 -0.82 1.40
H 1.24 -1.82 0.00
H 1.67 -0.10 -1.62
H -1.55 -1.59 -0.77
H -3.17 0.18 -1.10
H 0.17 1.57 1.39
H -0.07 1.59 -0.30
H 2.86 0.30 -0.57
H -1.39 1.40 0.61

Its charge is +1. As for the LUMO energy: -3.255 eV. The highest occupied orbital energy comes out at -13.912 eV. Its SMILES is [H]/N=C/[C@H]([NH3+])CN.



B.
Molecular formula: C3H10N3
Method: DFT, wB97M-V/def2-TZVPD

Atoms and positions in Å:
N 0.31 -0.40 -0.86
N -2.20 0.34 -0.74
N 1.06 -0.46 0.07
C 0.71 -0.11 1.42
C 2.40 -1.02 -0.15
C -2.77 1.46 -0.78
H -2.71 -0.55 -1.03
H -0.68 -0.11 -0.61
H 0.98 -0.80 2.16
H 2.73 -1.50 0.69
H 2.43 -1.59 -1.17
H -3.71 1.60 -1.09
H -0.36 0.00 1.23
H 3.03 -0.08 -0.24
H 1.06 0.87 1.56
H -2.27 2.36 -0.45

Its charge is +1. As for the LUMO energy: -4.615 eV. The highest occupied orbital energy comes out at -14.410 eV.



Stability summary - winner: A; margin: 205.7 kJ/mol.



A.
Molecular formula: C3H10N3
Method: DFT, wB97M-V/def2-TZVPD

Atoms and positions in Å:
N 3.04 -0.41 0.50
N 0.80 -0.38 -0.38
N -1.50 -0.44 0.91
C -2.10 0.62 0.19
C 1.90 0.21 -0.02
C -1.95 0.37 -1.27
H 3.12 -1.42 0.36
H -1.93 1.18 -1.96
H -2.66 -0.38 -1.51
H -3.19 0.64 0.37
H -1.67 -0.65 1.87
H -1.58 1.47 0.51
H 3.95 0.01 0.55
H -0.88 -0.07 -1.40
H -0.54 -0.65 0.52
H 1.99 1.28 0.06

Its charge is +1. As for the LUMO energy: -8.466 eV. The highest occupied orbital energy comes out at -13.661 eV.



B.
Molecular formula: C3H10N3
Method: DFT, wB97M-V/def2-TZVPD

Atoms and positions in Å:
N -0.20 0.11 -0.88
N -1.51 1.17 -2.38
N 0.21 -0.11 0.57
C 1.49 0.58 0.71
C -1.25 0.78 -1.13
C 0.20 -1.54 0.82
H 1.05 -1.91 0.25
H -1.81 1.27 -0.35
H 1.32 1.58 0.71
H 1.99 0.45 -0.27
H 0.24 -1.72 1.90
H -0.79 0.83 -3.06
H 2.05 0.16 1.48
H -0.78 -1.78 0.54
H -0.38 0.20 1.27
H -2.28 1.74 -2.71

Its charge is +1. As for the LUMO energy: -2.929 eV. The highest occupied orbital energy comes out at -14.175 eV. Its SMILES is C[NH+](C)/N=C/N.



Stability summary - winner: B; margin: 391.9 kJ/mol.



A.
Molecular formula: H6O3
Method: DFT, wB97M-V/def2-TZVPD

Atoms and positions in Å:
O 0.97 -0.36 -2.16
O -1.52 -0.72 1.29
O 0.87 0.84 0.36
H -2.04 -0.83 2.09
H -1.12 -1.59 1.30
H 1.07 0.05 -1.28
H 0.97 0.42 -2.75
H 0.66 1.75 0.37
H 0.13 0.44 0.78

Its charge is 0. As for the LUMO energy: 0.543 eV. The highest occupied orbital energy comes out at -10.542 eV. Its SMILES is O.O.O.



B.
Molecular formula: H6O3
Method: DFT, wB97M-V/def2-TZVPD

Atoms and positions in Å:
O -0.23 -0.63 -2.87
O -0.65 0.44 2.32
O 0.76 -0.22 -0.02
H 0.23 0.23 0.81
H 1.45 0.53 0.03
H 0.37 -0.53 -2.15
H -0.54 -0.50 2.48
H -1.35 0.60 2.93
H -0.05 0.10 -3.53

Its charge is 0. As for the LUMO energy: 0.487 eV. The highest occupied orbital energy comes out at -10.715 eV. Its SMILES is O.O.O.



C.
Molecular formula: H6O3
Method: DFT, wB97M-V/def2-TZVPD

Atoms and positions in Å:
O 0.20 -1.46 -1.21
O 0.01 0.70 2.18
O -0.32 1.26 -0.62
H 0.16 -0.24 1.99
H 0.83 -1.64 -0.49
H -0.30 0.36 -0.80
H -0.61 -1.90 -1.08
H 0.05 1.73 -1.36
H -0.01 1.20 1.39

Its charge is 0. As for the LUMO energy: 0.373 eV. The highest occupied orbital energy comes out at -11.007 eV. Its SMILES is O.O.O.



D.
Molecular formula: H6O3
Method: DFT, wB97M-V/def2-TZVPD

Atoms and positions in Å:
O 0.87 0.02 0.20
O -0.67 -1.41 -0.45
O 0.12 2.08 0.28
H 0.26 -0.65 -0.11
H -1.38 -0.81 -0.69
H -0.54 -1.95 -1.23
H 1.32 -0.39 0.94
H 0.42 1.22 -0.02
H -0.39 1.90 1.07

Its charge is 0. As for the LUMO energy: 0.229 eV. The highest occupied orbital energy comes out at -9.583 eV.



Stability summary - winner: A; margin: 9.6 kJ/mol.